[1]
Formula: C34H95N7O10
Source: OMol25
Level of theory: wB97M-V/def2-TZVPD

As for the energy relative to the best compared isomer or geometry (same formula, charge and spin): 0.0 kJ/mol. The calculation puts the total energy at -67701.3663 eV. The value obtained for the orbital gap is 8.9237 eV. The structure (SMILES) is COC[C@H](C)N.COC[C@H](C)N.COC[C@H](C)N.COC[C@H](C)N.COC[C@H](C)N.COC[C@H](C)N.COC[C@H](C)N.CCO.CCO.CCO. As for the charge: 0.

XYZ file:
```
146
Properties=species:S:1:pos:R:3:forces:R:3
C -3.1055 4.7715 -1.1891 -0.1 0.0 0.1
C -2.8015 3.4394 -1.8572 -0.3 0.0 0.8
O -2.8126 2.3677 -0.8820 -0.1 0.5 -0.3
H -3.0259 5.6030 -1.8908 0.1 0.0 -0.1
H -2.4196 4.9410 -0.3582 0.0 0.0 0.0
H -4.1230 4.7866 -0.7895 0.0 0.0 0.0
H -1.7987 3.4669 -2.2760 -0.1 -0.2 -0.2
H -3.5666 3.2100 -2.5998 0.3 0.1 -0.4
H -3.7359 2.2548 -0.6354 0.0 -0.2 0.2
C 2.2674 -2.2134 1.8289 0.2 0.1 0.2
C 3.1320 -1.8633 0.6245 -0.3 -0.1 -0.2
O 3.1427 -2.9267 -0.3028 0.2 0.1 0.2
H 2.8330 -2.7827 2.5688 0.0 0.0 0.0
H 1.4131 -2.8251 1.5412 -0.1 0.1 -0.2
H 1.9059 -1.2949 2.2990 0.0 -0.1 0.1
H 4.1484 -1.6070 0.9546 0.0 0.0 0.0
H 2.7283 -0.9679 0.1283 0.0 0.0 0.1
H 3.0135 -2.5281 -1.1953 0.0 -0.3 -0.2
C -4.8996 -4.1864 4.9997 0.1 0.2 -0.2
C -4.4468 -2.7443 5.0892 -0.1 0.1 0.7
O -3.0685 -2.7434 5.4367 -0.2 0.0 -0.5
H -5.9753 -4.2487 4.8327 0.0 0.0 0.0
H -4.6436 -4.7220 5.9118 0.0 0.0 0.0
H -4.3845 -4.6541 4.1610 0.0 -0.2 0.1
H -5.0001 -2.2160 5.8808 -0.1 -0.1 -0.1
H -4.6676 -2.2144 4.1532 0.3 0.0 -0.1
H -2.7580 -1.8313 5.5311 0.2 0.1 0.1
C -2.0436 -3.6793 -2.2984 0.7 -0.5 0.5
C -3.4655 -3.1952 -2.1544 0.0 0.4 -0.4
C -3.8350 -2.9538 -0.7020 -0.3 -0.1 0.2
O -3.6897 -4.1293 0.0652 0.3 0.1 -0.3
C -3.9168 -3.9038 1.4169 -0.5 -0.4 1.2
N -3.6038 -1.9488 -2.9276 0.0 -0.2 0.0
H -1.8839 -4.6144 -1.7548 -0.2 0.0 -0.1
H -1.3327 -2.9759 -1.8472 -0.1 0.1 -0.1
H -1.7387 -3.8482 -3.3298 -0.2 0.1 -0.1
H -4.1484 -3.9347 -2.5800 0.0 0.0 0.0
H -4.8824 -2.6149 -0.6444 0.1 0.1 0.0
H -3.2055 -2.1564 -0.2754 0.0 0.0 -0.1
H -4.9786 -3.7179 1.6524 0.1 0.2 -0.3
H -3.3206 -3.0988 1.8654 0.1 0.1 -0.4
H -3.6805 -4.8077 1.9831 0.2 -0.1 -0.3
H -4.5370 -1.5594 -2.8650 0.0 0.0 0.1
H -2.9483 -1.2700 -2.5555 0.0 0.2 -0.1
C 4.2181 -3.1389 -4.2290 0.2 -0.6 0.2
C 2.7851 -2.7061 -4.0119 -0.2 0.7 -0.6
C 1.8166 -3.8724 -3.9415 -0.1 0.0 0.0
O 1.7129 -4.5282 -5.1955 -0.2 -0.2 0.2
C 0.6444 -4.0623 -5.9954 0.5 -0.3 -0.3
N 2.6649 -1.8677 -2.8234 -0.1 0.4 0.4
H 4.3812 -3.4927 -5.2462 -0.1 0.1 0.0
H 4.4584 -3.9815 -3.5715 0.1 0.1 0.1
H 4.9237 -2.3374 -4.0089 0.0 0.1 -0.1
H 2.4740 -2.1242 -4.8963 0.0 0.0 0.0
H 0.8307 -3.4985 -3.6382 0.0 0.0 0.1
H 2.1428 -4.6105 -3.2032 0.1 0.0 0.0
H 0.4654 -4.8208 -6.7598 0.0 0.0 0.1
H 0.9277 -3.1432 -6.5199 -0.3 0.2 0.2
H -0.2700 -3.9386 -5.4106 0.0 0.2 0.0
H 1.7426 -1.4366 -2.8195 -0.1 -0.3 -0.2
H 3.2928 -1.0560 -2.8811 0.1 -0.4 0.0
C 0.7118 0.2961 -6.3338 0.6 0.4 -0.1
C 0.3041 0.6412 -4.9036 -0.2 -0.6 -0.6
C -0.9297 1.5333 -4.9044 0.0 0.5 0.4
O -0.7985 2.8103 -5.5177 -0.1 0.0 -0.5
C 0.3718 3.5221 -5.2178 0.0 -0.1 0.4
N 0.0232 -0.6036 -4.1997 0.5 -0.1 0.0
H -0.0699 -0.2634 -6.8498 0.0 0.0 0.1
H 1.6417 -0.2763 -6.3573 -0.1 -0.2 0.1
H 0.9227 1.1991 -6.9135 -0.2 0.0 0.0
H 1.1429 1.1433 -4.4150 0.0 0.0 0.2
H -1.2574 1.6777 -3.8629 0.0 -0.1 0.0
H -1.7293 1.0328 -5.4522 0.0 0.0 0.1
H 0.3032 4.5091 -5.6701 -0.1 0.0 -0.1
H 1.2632 3.0234 -5.6084 0.1 0.1 0.1
H 0.4733 3.6613 -4.1301 0.2 -0.1 0.0
H -0.6795 -1.1397 -4.6947 -0.1 0.0 0.1
H -0.2676 -0.4679 -3.2335 -0.4 0.2 -0.1
C -3.1007 1.5486 5.5785 -0.7 -0.9 0.0
C -2.5274 0.9043 6.8372 0.9 0.7 -0.9
C -3.5605 0.3702 7.7895 0.0 0.0 0.2
O -4.4391 1.4074 8.1527 0.1 0.1 0.0
C -5.4358 0.9930 9.0512 -0.5 0.0 0.1
N -1.6603 -0.2224 6.4168 0.1 0.0 0.7
H -2.2936 1.7817 4.8874 0.0 0.3 0.0
H -3.7321 2.4079 5.7928 0.3 0.2 0.1
H -3.7558 0.8158 5.0866 0.1 0.1 -0.1
H -1.9178 1.6961 7.2949 -0.2 -0.2 0.5
H -3.0638 -0.0084 8.6960 0.0 -0.1 -0.1
H -4.0815 -0.4709 7.3067 -0.1 0.1 0.1
H -5.7964 1.8594 9.6059 0.1 0.1 -0.1
H -5.0778 0.2569 9.7790 0.1 0.0 -0.1
H -6.2967 0.5695 8.5181 0.1 -0.1 0.0
H -0.7934 0.1394 6.0277 -0.2 0.1 -0.3
H -1.3328 -0.6725 7.2724 -0.1 -0.2 -0.2
C 3.4085 1.2066 3.1514 -0.1 -0.3 -0.3
C 3.3669 2.6182 3.6751 -0.2 0.9 0.4
C 2.0734 3.3243 3.2809 -0.1 -0.7 0.7
O 2.0344 3.5125 1.8930 -0.1 0.0 0.0
C 0.7753 3.9606 1.4871 -0.7 0.6 -0.8
N 3.3926 2.5404 5.1455 -0.1 0.2 0.1
H 2.5327 0.6797 3.5403 0.0 0.0 0.1
H 4.2890 0.6629 3.4960 0.1 0.1 -0.1
H 3.3503 1.1377 2.0641 0.2 0.2 0.0
H 4.1524 3.2951 3.3066 0.3 -0.5 -0.2
H 1.9734 4.2728 3.8284 0.1 0.1 -0.2
H 1.2417 2.6875 3.6305 0.0 0.1 -0.2
H 0.7958 4.1883 0.4185 0.3 -0.1 0.0
H 0.4611 4.8945 1.9748 0.2 -0.1 0.2
H -0.0392 3.2404 1.6247 0.2 -0.2 0.3
H 4.2491 2.1033 5.4643 0.0 -0.1 -0.1
H 3.3884 3.4654 5.5628 0.0 0.0 -0.1
C 1.0803 1.0639 -1.0988 0.6 0.1 0.5
C 0.1005 0.0671 -0.4965 0.0 0.0 -0.7
C -0.3021 0.3995 0.9206 -0.3 0.2 0.3
O -1.1832 -0.6161 1.3681 0.0 -0.1 -0.1
C -1.3018 -0.6668 2.7642 0.0 -0.3 0.4
N -1.1002 -0.0279 -1.3669 -0.2 0.1 1.0
H 1.8538 1.3681 -0.3828 -0.1 -0.1 0.1
H 0.6094 1.9971 -1.4194 -0.2 -0.2 -0.2
H 1.6316 0.5939 -1.9145 -0.2 0.2 -0.3
H 0.5672 -0.9231 -0.5219 0.0 0.0 0.2
H -0.8541 1.3536 0.9304 0.1 0.0 -0.1
H 0.5408 0.5111 1.6175 0.1 -0.2 -0.2
H -2.0555 -1.4078 3.0333 0.0 0.0 -0.2
H -1.6161 0.2841 3.2113 0.1 0.1 -0.2
H -0.3573 -1.0017 3.2135 0.0 0.2 0.1
H -1.7015 -0.6724 -0.8476 0.0 -0.2 -0.3
H -1.6230 0.8473 -1.2259 0.3 -0.1 -0.4
C 4.7728 1.7088 -0.6996 0.4 0.3 0.0
C 4.5727 1.7185 -2.2141 -0.7 -0.6 0.9
C 5.5427 2.6892 -2.8491 0.4 0.1 -0.4
O 5.5382 2.6315 -4.2690 -0.3 0.1 0.1
C 4.3931 3.2291 -4.8430 0.0 0.0 -0.4
N 4.7071 0.3398 -2.7440 0.8 0.8 -0.2
H 4.5171 2.6681 -0.2427 0.0 0.0 -0.1
H 5.8340 1.5337 -0.4853 -0.1 -0.2 0.1
H 4.1721 0.9522 -0.1977 0.0 -0.2 -0.2
H 3.5232 2.0039 -2.3550 0.2 0.2 -0.4
H 6.5676 2.4149 -2.5804 -0.1 0.0 0.1
H 5.3744 3.7165 -2.5008 -0.1 0.0 0.0
H 4.3576 4.3026 -4.6280 -0.1 0.0 0.1
H 3.4518 2.7567 -4.5392 0.1 0.0 0.2
H 4.4704 3.0997 -5.9232 0.1 0.0 0.0
H 5.4873 -0.1018 -2.2555 -0.2 -0.1 0.1
H 5.0713 0.4560 -3.6929 -0.3 -0.2 0.0
```
Positions in Å, forces in eV/Å.


[2]
Formula: C2H5NS
Source: OMol25
Level of theory: wB97M-V/def2-TZVPD

As for the energy relative to the best compared isomer or geometry (same formula, charge and spin): 317.2 kJ/mol. The calculation puts the total energy at -14473.4335 eV. The value obtained for the orbital gap (spin up / spin down) is 5.5017 / 8.1324 eV. As for the charge: 0. As for the spin multiplicity: 3. The expectation value of S² is 2.02.

XYZ file:
```
9
Properties=species:S:1:pos:R:3:forces:R:3
C -0.4560 0.7664 0.5644 1.4 0.6 0.2
C 0.4227 -0.6030 -0.8509 0.8 -0.3 0.6
N 0.7584 -0.8510 -2.0519 -0.5 2.3 -0.8
S 0.3135 0.4837 2.1213 -0.7 0.2 -1.1
H -0.2174 1.8061 0.3452 0.1 -0.3 -0.6
H 0.4273 -1.3009 -0.1082 -0.5 -1.4 2.4
H -0.3525 -0.5928 2.5146 -0.2 -0.4 0.0
H -1.4000 0.4357 0.1862 -0.4 -0.4 0.5
H 0.5041 -0.1442 -2.7206 0.1 -0.4 -1.2
```
Positions in Å, forces in eV/Å.


[3]
Formula: C33H44BCl8F3O4
Source: OMol25
Level of theory: wB97M-V/def2-TZVPD

As for the energy relative to the best compared isomer or geometry (same formula, charge and spin): 0.0 kJ/mol. The calculation puts the total energy at -152130.0372 eV. The value obtained for the orbital gap is 5.7153 eV. The structure (SMILES) is COB(O)C1=C(CC[C@H](C)CCC=C(C)C)C(=O)C(CCC(F)=C(F)F)=C(Cc2ccccc2C)C1=O.ClCCl.ClCCl.ClCCl.ClCCl. As for the charge: 0.

XYZ file:
```
93
Properties=species:S:1:pos:R:3:forces:R:3
C 0.2348 -4.4964 -0.3980 -0.3 0.0 -0.8
O 1.5542 -4.9735 -0.1910 -0.1 0.1 0.8
B 2.3084 -4.3040 0.7460 -0.3 -0.2 -0.3
O 2.7689 -5.0021 1.8495 0.7 0.4 -0.5
C 2.6021 -2.7614 0.5309 -0.3 0.1 0.4
C 2.4511 -1.8006 1.4545 -0.2 -0.1 -0.5
C 1.9912 -2.1020 2.8531 0.4 -0.3 -0.1
C 0.5187 -2.5457 2.9771 0.1 0.4 0.9
C -0.5368 -1.4971 3.4414 -0.4 -0.2 -1.5
C -1.7881 -1.7397 2.5595 0.8 -0.6 0.3
C -0.1232 -0.0327 3.2646 -0.6 -0.3 1.4
C -1.2410 0.9077 3.7958 -1.5 0.0 -0.1
C -1.7327 1.9261 2.7743 -0.2 -0.3 -0.5
C -1.9445 1.7029 1.4167 -0.3 0.1 0.8
C -0.9354 2.2103 0.4400 -0.8 1.3 -0.3
C -3.1203 0.9555 0.8430 1.9 -0.8 -0.4
C 2.8187 -0.4006 1.0584 0.0 -0.3 0.3
O 3.1116 0.3849 1.9295 -0.1 0.5 0.3
C 2.8666 -0.0153 -0.3835 0.2 -0.2 -0.6
C 2.7859 1.4409 -0.7371 0.2 0.5 0.7
C 3.8355 2.3269 0.0043 0.0 0.4 -1.1
C 3.2462 3.4130 0.8387 0.2 -0.1 0.0
F 3.8463 3.6635 2.0187 -0.4 -0.5 0.4
C 2.2012 4.1666 0.5296 0.4 -0.2 0.6
F 1.4794 4.7878 1.4464 0.1 0.7 -0.3
F 1.7720 4.3672 -0.7040 -0.5 -0.4 0.0
C 3.0023 -0.9896 -1.2960 -0.1 0.2 0.2
C 3.1196 -0.8480 -2.7806 -0.1 -0.2 -0.4
C 1.9103 -1.3402 -3.5762 -0.1 -0.2 -0.2
C 2.1753 -2.2086 -4.6388 -0.4 0.1 0.0
C 1.1607 -2.7227 -5.4413 0.1 0.0 0.1
C -0.1666 -2.3978 -5.1973 0.9 -0.1 0.7
C -0.4361 -1.5321 -4.1376 0.1 -0.4 -0.2
C 0.5693 -0.9927 -3.3309 0.0 0.0 0.0
C 0.1469 -0.0369 -2.2419 -0.5 -0.1 -0.4
C 3.0975 -2.3982 -0.8155 -0.4 -0.1 0.2
O 3.5586 -3.2621 -1.5261 0.3 -0.3 -0.4
H -0.1724 -5.0222 -1.2593 0.0 0.0 0.0
H -0.4265 -4.6977 0.4474 0.2 0.0 0.2
H 0.1946 -3.4266 -0.6287 0.2 0.1 0.1
H 3.4071 -5.6580 1.5405 -0.2 -0.4 0.3
H 2.2647 -1.2935 3.5244 -0.2 0.2 0.0
H 2.5917 -2.9573 3.1637 0.1 0.0 0.1
H 0.5143 -3.3283 3.7375 -0.1 -0.2 -0.1
H 0.1734 -3.0239 2.0606 0.2 0.1 -0.2
H -0.8200 -1.7351 4.4666 0.2 0.3 0.2
H -2.6737 -1.2323 2.9264 -0.1 0.0 -0.1
H -1.5332 -1.4527 1.5364 -0.3 0.2 0.0
H -1.9581 -2.8181 2.5262 -0.4 0.0 0.1
H 0.1001 0.1494 2.2166 0.2 0.2 0.0
H 0.7335 0.1729 3.9039 0.4 0.0 -0.4
H -0.8466 1.4981 4.6196 0.0 0.1 0.0
H -2.0528 0.3168 4.2405 0.1 -0.2 0.1
H -1.8994 2.9422 3.1326 1.9 0.4 -0.3
H -0.2292 2.8862 0.9180 0.0 0.2 0.0
H -0.3567 1.3199 0.1730 0.0 -0.1 0.0
H -1.3329 2.6356 -0.4897 0.1 0.0 0.0
H -2.8687 0.6444 -0.1765 -0.2 -0.3 0.0
H -3.9245 1.6822 0.7576 -0.2 -0.1 0.2
H -3.3901 0.1038 1.4560 -0.4 0.0 -0.1
H 1.7842 1.7878 -0.4804 -0.1 0.0 0.0
H 2.9065 1.6230 -1.7987 -0.1 -0.3 -0.1
H 4.4511 2.8107 -0.7578 0.1 -0.2 -0.1
H 4.5089 1.7070 0.5780 0.0 0.2 0.4
H 3.4236 0.1466 -3.1011 -0.2 0.2 0.1
H 3.9195 -1.5233 -3.0827 0.2 0.1 0.1
H 3.1990 -2.4927 -4.8470 0.0 0.0 0.0
H 1.4227 -3.3891 -6.2535 0.0 0.0 0.0
H -0.9410 -2.8234 -5.8140 -0.2 0.1 0.1
H -1.4709 -1.2718 -3.9453 0.0 0.1 0.1
H 0.5517 0.9599 -2.4113 0.3 0.0 0.3
H -0.9364 0.0765 -2.2917 0.0 0.0 0.1
H 0.3781 -0.4092 -1.2475 0.2 0.1 0.1
C 7.0380 4.6759 -0.4721 0.0 0.1 0.1
Cl 6.7284 4.2544 -2.1632 0.0 0.0 0.0
Cl 6.8867 3.2756 0.5925 0.3 0.1 0.1
H 8.0444 5.0681 -0.3911 0.0 -0.1 0.0
H 6.3155 5.4230 -0.1644 -0.1 -0.1 0.0
C -7.0504 1.4656 2.1450 0.0 0.0 0.0
Cl -6.6049 2.5506 0.8198 0.0 0.0 0.0
Cl -5.9361 0.0978 2.2971 -0.3 0.0 0.1
H -7.0370 2.0263 3.0693 0.1 0.0 0.0
H -8.0452 1.0814 1.9556 0.0 0.0 -0.1
C -1.8084 -0.0321 -8.3467 0.0 0.1 0.0
Cl -3.2781 -0.8454 -8.9014 0.0 0.0 0.0
Cl -1.5606 -0.2290 -6.6066 -0.2 0.4 -0.5
H -0.9591 -0.4624 -8.8641 0.0 -0.1 0.0
H -1.8912 1.0243 -8.5729 -0.1 0.0 0.0
C -9.8313 2.8074 5.0809 -0.1 0.0 0.0
Cl -9.6198 3.6919 3.5645 0.0 0.0 0.0
Cl -8.6815 1.4718 5.2238 0.0 -0.1 0.1
H -9.6732 3.4901 5.9069 0.1 0.0 0.0
H -10.8361 2.4036 5.1109 0.0 0.0 -0.1
```
Positions in Å, forces in eV/Å.